{
  "formula": "C7H12O2",
  "method": "ωB97M-V with the def2-TZVPD basis set",
  "species": ["C", "C", "C", "C", "O", "C", "C", "O", "C", "H", "H", "H", "H", "H", "H", "H", "H", "H", "H", "H", "H"],
  "coordinates": [[-1.5942, 1.0721, 1.2701], [-1.5547, 0.5382, 0.0591], [-2.7424, -0.0472, -0.6400], [-0.2665, 0.6676, -0.7998], [0.3676, 1.8881, -0.7251], [0.6083, -0.4131, -0.2416], [0.4233, -1.5936, 0.3012], [2.0665, 0.2165, -0.4179], [3.1381, -0.4004, 0.2551], [-0.7135, 1.5025, 1.7193], [-2.5041, 1.0761, 1.8514], [-3.0114, 0.5703, -1.4989], [-3.6042, -0.0889, 0.0241], [-2.5198, -1.0484, -1.0117], [-0.5222, 0.3895, -1.8415], [1.4481, 1.5728, -0.6434], [-0.5707, -1.9544, 0.5049], [1.2472, -2.2445, 0.5475], [4.0008, 0.2657, 0.2331], [2.8850, -0.6320, 1.2921], [3.4189, -1.3369, -0.2378]],
  "forces_ev_per_a": [[-0.022, -0.266, -0.082], [-0.018, 1.189, -0.711], [0.014, 0.036, 0.158], [-1.070, -1.185, 0.720], [3.255, -0.266, 0.249], [3.996, 1.452, -0.537], [0.363, -0.006, -0.069], [-2.535, -1.941, 0.244], [-0.031, -0.538, 0.071], [0.105, 0.189, -0.014], [-0.090, -0.078, 0.088], [0.031, -0.022, -0.080], [-0.015, -0.110, 0.011], [-0.081, -0.081, -0.049], [0.063, 0.158, 0.195], [-3.712, 1.162, -0.187], [-0.151, 0.040, -0.090], [0.095, 0.024, 0.099], [-0.166, 0.105, -0.057], [-0.030, 0.108, 0.062], [-0.003, 0.030, -0.020]],
  "lowdin_charge": [0.067, -0.326, -0.061, -0.367, -0.068, -0.144, 0.086, -0.193, -0.111, 0.074, 0.064, 0.086, 0.077, 0.079, 0.156, 0.166, 0.076, 0.065, 0.092, 0.090, 0.089],
  "spin_multiplicity": 1,
  "e_tot_ev": -11545.5642,
  "homo_ev": -9.19,
  "homo_lumo_gap_ha": 0.36858,
  "smiles": "C=C(C)[C@@H](O)C(=C)OC"
}

{
  "formula": "C7H12O2",
  "method": "ωB97M-V with the def2-TZVPD basis set",
  "species": ["C", "C", "C", "O", "C", "C", "C", "C", "O", "H", "H", "H", "H", "H", "H", "H", "H", "H", "H", "H", "H"],
  "coordinates": [[-0.6309, -1.9056, 0.1588], [-0.1365, -0.6483, -0.5417], [1.2623, -0.8760, -1.1068], [-1.0588, -0.3582, -1.5766], [-0.1983, 0.6196, 0.6657], [-1.5839, 0.8410, 1.2048], [1.0809, 1.0082, 1.3240], [0.7222, 1.6042, 0.1802], [0.9238, 2.4764, -0.8084], [-0.0226, -2.1118, 1.0375], [-1.6691, -1.7913, 0.4575], [-0.5661, -2.7617, -0.5144], [1.5909, -0.0279, -1.7072], [1.9769, -1.0444, -0.3020], [1.2625, -1.7438, -1.7686], [-0.7798, 0.4588, -2.0063], [-1.8041, 0.1271, 1.9975], [-1.6599, 1.8508, 1.6081], [-2.3229, 0.7265, 0.4142], [1.8517, 0.6185, 1.9537], [1.7618, 2.9379, -0.6704]],
  "forces_ev_per_a": [[0.037, -0.029, -0.461], [-0.502, 0.423, 2.439], [-0.236, 0.267, 0.152], [-0.020, 0.195, 0.027], [-0.491, -2.612, -3.593], [0.090, 0.140, 0.041], [0.059, 1.032, -2.105], [1.186, 0.661, 2.837], [-0.070, -0.115, 0.034], [0.036, 0.006, 0.074], [-0.077, 0.020, 0.072], [-0.041, -0.099, -0.008], [0.110, 0.139, 0.058], [0.078, 0.015, -0.033], [-0.128, -0.036, 0.098], [-0.019, -0.028, -0.019], [-0.058, -0.002, 0.048], [-0.052, 0.008, 0.108], [-0.059, -0.028, -0.025], [0.168, 0.133, 0.245], [-0.009, -0.091, 0.011]],
  "lowdin_charge": [-0.040, -0.521, -0.032, -0.015, -0.318, -0.037, 0.097, -0.304, 0.111, 0.090, 0.077, 0.083, 0.079, 0.086, 0.088, 0.098, 0.078, 0.083, 0.079, 0.089, 0.129],
  "spin_multiplicity": 1,
  "e_tot_ev": -11545.4536,
  "homo_ev": -8.02,
  "homo_lumo_gap_ha": 0.31351,
  "smiles": "CC(C)(O)[C@@]1(C)C=C1O"
}

{
  "formula": "C7H12O2",
  "method": "ωB97M-V with the def2-TZVPD basis set",
  "species": ["C", "C", "C", "C", "C", "O", "H", "H", "H", "H", "H", "H", "H", "H", "C", "C", "O", "H", "H", "H", "H"],
  "coordinates": [[-1.9361, -1.1533, -0.3643], [2.1393, -0.5858, -0.1052], [-0.7459, -0.7162, 0.4503], [0.9336, 0.0052, -0.7563], [0.5280, -0.0915, -2.0242], [-0.2949, -1.3469, 1.3679], [-2.1525, -0.4727, -1.1799], [-2.7953, -1.1752, 0.3078], [-1.7643, -2.1638, -0.7323], [2.4196, -1.4954, -0.6388], [2.9824, 0.1056, -0.1322], [1.9372, -0.8603, 0.9292], [-0.3012, 0.4936, -2.3953], [1.0077, -0.7939, -2.6917], [-0.2319, 1.4915, 1.7929], [-0.5400, 1.1556, 0.3484], [-1.3924, 1.6675, -0.3602], [0.7248, 1.2003, -0.2320], [-0.0012, 2.5550, 1.8555], [0.5971, 0.8932, 2.1603], [-1.1138, 1.2872, 2.4000]],
  "forces_ev_per_a": [[0.249, -0.243, -0.220], [-0.108, -0.279, 0.130], [-0.995, 2.114, 0.752], [1.162, 3.031, -0.400], [-0.046, -0.011, 0.570], [0.230, -0.196, -0.122], [0.015, 0.015, -0.027], [0.058, 0.014, 0.046], [-0.086, -0.018, -0.028], [0.004, -0.006, -0.011], [-0.089, 0.055, -0.035], [0.000, 0.025, -0.026], [0.046, 0.207, -0.014], [-0.132, -0.225, 0.073], [0.954, 0.762, -0.430], [-3.377, -3.586, 1.039], [1.078, 0.348, -0.137], [1.014, -1.933, -1.138], [0.065, 0.020, 0.204], [0.001, 0.019, 0.066], [-0.043, -0.113, -0.291]],
  "lowdin_charge": [-0.025, -0.057, -0.389, -0.262, 0.055, 0.050, 0.065, 0.095, 0.088, 0.093, 0.090, 0.073, 0.075, 0.081, -0.008, -0.481, 0.018, 0.169, 0.089, 0.080, 0.103],
  "spin_multiplicity": 1,
  "e_tot_ev": -11544.0602,
  "homo_ev": -7.65,
  "homo_lumo_gap_ha": 0.29634
}

{
  "formula": "C7H12O2Si",
  "method": "ωB97M-V with the def2-TZVPD basis set",
  "species": ["C", "C", "C", "C", "C", "C", "C", "O", "O", "Si", "H", "H", "H", "H", "H", "H", "H", "H", "H", "H", "H", "H"],
  "coordinates": [[-0.8199, 0.5256, -3.2181], [0.3629, -1.2265, -2.2755], [-0.5512, 0.8758, -1.9212], [0.1818, -0.2633, -1.3364], [1.0762, -1.6804, 2.1191], [-1.4753, -0.1658, 1.5972], [1.4363, 1.3389, 1.0195], [-0.3068, -0.7538, -3.3856], [-0.8849, 1.9808, -1.2190], [0.3538, -0.2979, 0.9772], [-1.6523, 0.8717, -3.9480], [0.6339, -2.3097, -2.2416], [1.6102, -2.5532, 1.8449], [1.6214, -1.1816, 2.9964], [0.1205, -2.1721, 2.5799], [-2.1909, 0.0162, 0.7504], [-1.6071, -1.1223, 2.1074], [-1.5988, 0.5799, 2.3440], [2.4533, 1.0428, 1.4889], [1.5168, 1.7281, -0.0714], [1.1623, 2.2055, 1.6129], [-1.4421, 2.5613, -1.8210]],
  "forces_ev_per_a": [[-1.379, -0.888, -5.899], [0.145, -0.678, 0.537], [3.192, -2.511, 6.958], [-1.221, 2.898, 4.908], [-2.061, 0.611, 1.846], [0.763, -0.617, -1.552], [1.207, -0.736, -0.611], [-1.342, -0.061, -4.016], [-1.197, 0.839, -1.811], [-0.092, 1.584, -2.352], [1.283, -0.930, 1.527], [-0.416, 1.342, -0.097], [0.954, -0.435, -0.847], [-0.698, -0.577, -1.269], [1.551, 1.026, -0.598], [0.625, -0.359, 0.931], [-0.603, 0.000, -0.328], [-0.038, 0.884, 0.572], [-1.275, 0.427, -1.235], [0.247, -0.869, 1.932], [-0.635, -0.099, 0.250], [0.990, -0.852, 1.156]],
  "mulliken_spin": [0.918, 0.657, 0.326, -0.136, 0.001, 0.002, 0.004, 0.089, 0.103, 0.012, 0.020, 0.015, -0.001, 0.001, 0.000, -0.002, 0.000, -0.001, 0.000, -0.006, 0.000, -0.003],
  "spin_multiplicity": 3,
  "e_tot_ev": -19419.5371,
  "homo_ev": [-4.41, -8.69],
  "homo_lumo_gap_ha": [0.18201, 0.26256],
  "s_squared": 2.03
}

{
  "formula": "C7H12O3",
  "method": "ωB97M-V with the def2-TZVPD basis set",
  "species": ["C", "C", "C", "C", "C", "C", "O", "C", "O", "O", "H", "H", "H", "H", "H", "H", "H", "H", "H", "H", "H", "H"],
  "coordinates": [[7.4518, 1.0737, -0.1870], [6.3700, 0.5571, -1.1347], [5.9928, -0.8993, -0.8017], [5.4761, -1.6939, -1.9777], [4.4122, -2.7442, -1.7596], [4.0900, -1.4915, -2.5181], [3.3124, -0.4816, -1.9573], [5.1383, 1.4359, -1.1435], [4.8648, 2.2244, -2.0223], [4.3994, 1.3882, 0.0251], [7.1227, 1.0109, 0.8590], [8.3576, 0.4631, -0.2998], [7.7160, 2.1177, -0.4035], [6.7458, 0.5777, -2.1680], [6.8982, -1.3838, -0.4059], [5.2483, -0.9032, 0.0079], [6.2319, -1.9219, -2.7334], [4.4793, -3.6868, -2.3037], [3.9896, -2.8135, -0.7551], [3.9696, -1.5774, -3.6027], [2.8083, -0.7662, -1.1441], [3.7031, 2.0574, -0.0194]],
  "forces_ev_per_a": [[0.015, 0.284, 0.188], [-0.354, -0.631, -0.328], [0.032, -0.036, 0.310], [0.374, -0.084, -0.236], [-0.150, -0.188, -0.069], [0.259, -0.251, -0.046], [-1.167, -0.088, 1.237], [-0.537, 1.538, 0.009], [0.194, -0.761, 0.724], [0.793, -0.320, -0.472], [0.059, 0.011, -0.239], [-0.231, 0.136, 0.019], [-0.082, -0.249, 0.052], [-0.082, 0.153, 0.269], [-0.275, -0.045, -0.088], [0.254, 0.007, -0.146], [-0.165, -0.005, 0.214], [-0.102, 0.261, 0.200], [0.189, -0.036, -0.214], [-0.086, 0.132, 0.421], [0.964, 0.146, -1.481], [0.098, 0.024, -0.325]],
  "lowdin_charge": [-0.052, -0.284, -0.133, -0.236, -0.058, -0.326, -0.024, -0.482, 0.103, 0.071, 0.090, 0.083, 0.089, 0.153, 0.122, 0.122, 0.142, 0.103, 0.112, 0.148, 0.134, 0.122],
  "spin_multiplicity": 1,
  "e_tot_ev": -13595.5339,
  "homo_ev": -9.53,
  "homo_lumo_gap_ha": 0.37809,
  "smiles": "C[C@@H](C[C@H]1C[C@H]1O)C(=O)O"
}